{
  "formula": "C39H64BCl20N7O4S3",
  "method": "ωB97M-V with the def2-TZVPD basis set",
  "lumo_ev": -1.58,
  "homo_lumo_gap_ev": 6.4,
  "relative_energy_ev": 10.781,
  "species": ["C", "O", "B", "O", "C", "C", "C", "C", "C", "C", "S", "C", "N", "N", "C", "O", "C", "C", "C", "N", "C", "N", "S", "N", "C", "C", "C", "C", "S", "C", "N", "N", "C", "O", "H", "H", "H", "H", "H", "H", "H", "H", "H", "H", "H", "H", "H", "H", "H", "H", "H", "H", "H", "H", "H", "H", "H", "H", "Cl", "C", "C", "Cl", "H", "H", "H", "H", "Cl", "C", "C", "Cl", "H", "H", "H", "H", "Cl", "C", "C", "Cl", "H", "H", "H", "H", "Cl", "C", "C", "Cl", "H", "H", "H", "H", "Cl", "C", "C", "Cl", "H", "H", "H", "H", "Cl", "C", "C", "Cl", "H", "H", "H", "H", "Cl", "C", "C", "Cl", "H", "H", "H", "H", "Cl", "C", "C", "Cl", "H", "H", "H", "H", "Cl", "C", "C", "Cl", "H", "H", "H", "H", "Cl", "C", "C", "Cl", "H", "H", "H", "H"],
  "coordinates": [[6.2538, -3.8653, 1.3858], [4.8784, -3.6983, 1.8976], [3.8778, -3.9197, 0.8123], [2.7923, -4.9151, 1.0414], [4.0553, -3.0743, -0.6257], [4.2409, -1.4122, -0.6017], [4.2282, -0.5021, 0.7697], [2.8095, 0.3762, 0.7275], [1.7209, -0.4482, 1.6369], [0.4205, -0.9290, 0.7125], [-1.0052, -1.1831, 1.9010], [-2.1638, -2.5029, 1.1694], [-3.2988, -3.1495, 1.9681], [-3.8830, -4.0542, 1.0616], [-3.2354, -4.1032, -0.3208], [-2.1712, -3.0900, -0.2014], [4.4381, -0.5578, -2.0260], [4.6369, 1.0910, -2.0747], [6.0380, 1.4982, -2.8779], [5.9106, 2.7838, -3.6734], [4.4660, -1.3334, -3.4740], [4.6133, -0.7348, -4.8771], [4.5767, -2.0340, -6.0442], [4.3726, -3.3558, -4.9050], [4.2857, -2.9684, -3.4346], [4.0606, -3.8765, -2.0810], [3.8554, -5.4917, -2.2719], [2.6332, -5.8411, -3.3588], [0.9745, -5.3061, -2.6727], [0.4589, -3.6140, -3.2899], [-0.9179, -3.0517, -3.0093], [-1.1423, -1.7739, -3.4976], [0.1953, -1.4429, -4.1883], [1.1539, -2.5830, -4.0763], [6.8947, -4.4166, 2.2268], [6.2950, -4.4763, 0.3621], [6.6986, -2.7690, 1.2356], [3.2664, -5.7547, 1.3785], [4.3677, -1.1061, 1.7620], [5.1641, 0.2353, 0.7020], [2.9804, 1.4990, 1.0915], [2.3594, 0.4486, -0.3702], [1.3179, 0.2966, 2.4629], [2.1623, -1.4489, 2.1056], [0.6625, -1.8863, 0.0592], [0.1561, -0.0299, -0.0097], [-3.5417, -4.7938, -1.2237], [4.6765, 1.5927, -1.0183], [3.7171, 1.5579, -2.6733], [6.4481, 0.6324, -3.5592], [6.8819, 1.6825, -2.0546], [5.4909, 2.5148, -4.6133], [6.8921, 3.0763, -3.8878], [4.8511, -6.0347, -2.6245], [3.5317, -6.0600, -1.2752], [2.6137, -7.0328, -3.4033], [2.8692, -5.4765, -4.4453], [0.3251, -0.3989, -4.7178], [-0.1313, -1.3075, 5.9772], [-1.7299, -1.9828, 6.3761], [-2.3402, -2.7438, 5.2097], [-2.7950, -1.6652, 3.8668], [-2.3747, -1.1606, 6.7024], [-1.5852, -2.6582, 7.2247], [-3.2549, -3.2486, 5.5329], [-1.6528, -3.5004, 4.8187], [3.7687, -8.2620, 1.3954], [2.1701, -8.9373, 1.7943], [1.5598, -9.6983, 0.6279], [1.1050, -8.6197, -0.7150], [1.5253, -8.1152, 2.1205], [2.3148, -9.6127, 2.6429], [0.6451, -10.2031, 0.9511], [2.2472, -10.4550, 0.2369], [-6.8886, 1.0525, 1.5095], [-6.0216, 0.0088, 0.3564], [-4.5136, 0.1828, 0.4445], [-3.9854, 1.7809, -0.1391], [-6.3946, 0.2292, -0.6488], [-6.2908, -1.0234, 0.5997], [-4.0161, -0.5625, -0.1823], [-4.1534, 0.0608, 1.4708], [-6.4275, -9.0964, 3.4807], [-6.2701, -7.3327, 3.2934], [-4.9119, -6.8245, 3.7507], [-4.7018, -6.9604, 5.5146], [-7.0856, -6.8576, 3.8478], [-6.4094, -7.1138, 2.2305], [-4.8080, -5.7649, 3.5011], [-4.0946, -7.3703, 3.2691], [-3.8593, 7.7812, 0.7036], [-4.7452, 6.6665, -0.3655], [-4.0464, 5.3229, -0.5018], [-2.5140, 5.4497, -1.4014], [-4.8716, 7.1552, -1.3368], [-5.7366, 6.5260, 0.0755], [-4.6821, 4.6278, -1.0573], [-3.8299, 4.8806, 0.4756], [-12.7856, -0.0745, 0.8276], [-11.3820, 0.5898, 1.6988], [-10.2278, -0.3977, 1.7680], [-10.5978, -1.7930, 2.8119], [-11.7134, 0.8928, 2.6970], [-11.0698, 1.4880, 1.1575], [-9.3462, 0.0899, 2.1934], [-9.9625, -0.7773, 0.7764], [3.5755, 3.8898, -6.4153], [3.7329, 5.6535, -6.6026], [5.0911, 6.1617, -6.1453], [5.3013, 6.0259, -4.3815], [2.9174, 6.1286, -6.0482], [3.5936, 5.8725, -7.6656], [5.1950, 7.2213, -6.3950], [5.9084, 5.6159, -6.6269], [0.9709, 8.5611, 1.6047], [-0.5795, 9.0903, 2.3024], [-0.4111, 10.2633, 3.2551], [0.4483, 9.8015, 4.7457], [-1.0401, 8.2306, 2.7993], [-1.2203, 9.3818, 1.4648], [-1.3920, 10.6389, 3.5597], [0.1391, 11.0860, 2.7878], [7.3144, 1.3024, 0.0176], [8.7181, 1.9668, 0.8888], [9.8723, 0.9793, 0.9580], [9.5022, -0.4160, 2.0019], [8.3866, 2.2698, 1.8870], [9.0303, 2.8650, 0.3475], [10.7538, 1.4669, 1.3834], [10.1375, 0.5996, -0.0336], [-8.1245, 8.3048, -0.9158], [-7.9671, 10.0685, -1.1032], [-6.6089, 10.5767, -0.6458], [-6.3987, 10.4409, 1.1180], [-8.7826, 10.5436, -0.5488], [-8.1064, 10.2875, -2.1661], [-6.5050, 11.6363, -0.8955], [-5.7916, 10.0309, -1.1275]]
}

{
  "formula": "C14H36N8O23S",
  "method": "ωB97M-V with the def2-TZVPD basis set",
  "smiles": "O=S1(=O)OC[C@@H](COCOCCO)O1.C[N+](=O)[O-].C[N+](=O)[O-].C[N+](=O)[O-].C[N+](=O)[O-].C[N+](=O)[O-].C[N+](=O)[O-].C[N+](=O)[O-].C[N+](=O)[O-]",
  "lumo_ev": -0.80,
  "homo_lumo_gap_ev": 8.8,
  "species": ["O", "S", "O", "O", "C", "C", "C", "O", "C", "O", "C", "C", "O", "O", "H", "H", "H", "H", "H", "H", "H", "H", "H", "H", "H", "H", "C", "N", "O", "O", "H", "H", "H", "C", "N", "O", "O", "H", "H", "H", "C", "N", "O", "O", "H", "H", "H", "C", "N", "O", "O", "H", "H", "H", "C", "N", "O", "O", "H", "H", "H", "C", "N", "O", "O", "H", "H", "H", "C", "N", "O", "O", "H", "H", "H", "C", "N", "O", "O", "H", "H", "H"],
  "coordinates": [[2.4462, 0.8755, 4.5484], [1.5998, 0.2550, 3.3778], [1.4161, -1.2804, 3.4220], [2.4186, 0.4702, 1.8593], [1.2855, 0.9980, 1.0292], [0.6214, 2.1148, 2.0836], [-0.3660, 3.2582, 1.4592], [-1.1754, 4.0079, 2.4188], [-2.3043, 3.2591, 2.9649], [-3.1074, 2.4963, 2.0036], [-3.5375, 1.2778, 2.7475], [-4.8764, 0.5782, 2.0917], [-4.5235, -0.7641, 1.5284], [0.1899, 1.2532, 3.1900], [1.5346, 1.3634, -0.0599], [0.5679, 0.0458, 1.0521], [1.5743, 2.6382, 2.5160], [0.3531, 4.0612, 0.9435], [-0.9765, 2.7948, 0.5484], [-1.9156, 2.6225, 3.8919], [-3.0427, 4.0637, 3.4479], [-2.6679, 0.4834, 2.7372], [-3.8042, 1.5199, 3.8778], [-5.4465, 1.2579, 1.3156], [-5.6488, 0.3658, 2.9675], [-5.0752, -1.4372, 2.0464], [-5.4791, -4.1995, -0.6528], [-6.3205, -4.2945, 0.5706], [-6.5299, -5.4244, 1.0271], [-6.7469, -3.2321, 1.0379], [-5.1753, -5.2050, -0.9516], [-6.0832, -3.7314, -1.4327], [-4.6070, -3.5904, -0.4064], [1.5434, 7.0241, -0.7101], [2.0185, 5.6199, -0.8392], [1.5005, 4.7768, -0.0978], [2.8978, 5.4040, -1.6812], [0.7739, 7.0670, 0.0635], [2.4027, 7.6386, -0.4340], [1.1349, 7.3239, -1.6774], [-3.0207, -0.2612, 7.5627], [-3.0834, 0.7307, 6.4555], [-4.0067, 0.6127, 5.6415], [-2.2039, 1.5996, 6.4348], [-3.8513, -0.9622, 7.4565], [-2.0641, -0.7819, 7.4850], [-3.0983, 0.2891, 8.5028], [3.7907, -0.7035, -2.8337], [2.5658, 0.0300, -2.4150], [1.8057, -0.5421, -1.6251], [2.4020, 1.1593, -2.8911], [3.8052, -1.6777, -2.3403], [3.7498, -0.8211, -3.9185], [4.6526, -0.1052, -2.5311], [3.5852, -2.4761, -7.2287], [4.1969, -2.3808, -5.8758], [4.9232, -1.4058, -5.6504], [3.9306, -3.2875, -5.0783], [3.9038, -1.6163, -7.8219], [3.9314, -3.4071, -7.6821], [2.5007, -2.4757, -7.1008], [5.6594, 6.7612, -1.7129], [5.6442, 8.2173, -2.0186], [5.4243, 8.9905, -1.0791], [5.8536, 8.5427, -3.1930], [5.4618, 6.6217, -0.6480], [4.8798, 6.2900, -2.3149], [6.6486, 6.3799, -1.9747], [-1.0177, -3.4967, 0.0800], [-1.5429, -4.4997, -0.8855], [-2.7640, -4.5125, -1.0800], [-0.7146, -5.2455, -1.4205], [-1.8529, -2.9120, 0.4715], [-0.5188, -4.0425, 0.8834], [-0.3174, -2.8555, -0.4594], [0.2208, -8.1314, -2.8647], [0.9791, -8.9763, -3.8264], [1.7633, -9.8072, -3.3537], [0.7656, -8.7813, -5.0286], [0.5066, -8.4098, -1.8481], [0.4789, -7.0898, -3.0663], [-0.8425, -8.3166, -3.0307]]
}

{
  "formula": "C12H16N2",
  "method": "ωB97M-V with the def2-TZVPD basis set",
  "smiles": "CCc1c[nH]cn1.Cc1ccccc1",
  "lumo_ev": 0.88,
  "homo_lumo_gap_ev": 9.6,
  "relative_energy_ev": 0.770,
  "species": ["C", "C", "C", "C", "C", "C", "C", "H", "H", "H", "H", "H", "H", "H", "H", "C", "C", "C", "C", "C", "N", "N", "H", "H", "H", "H", "H", "H", "H", "H"],
  "coordinates": [[4.2988, -2.4166, 0.2125], [0.4507, -0.4877, 0.5829], [1.0328, -0.7036, -0.6483], [1.1489, -0.8332, 1.7334], [2.3291, -1.2124, -0.7303], [2.3389, -1.5356, 1.6618], [2.9536, -1.6919, 0.4135], [-0.5716, -0.1736, 0.6994], [0.5377, -0.4750, -1.5830], [0.8061, -0.6958, 2.7530], [2.7639, -1.2258, -1.7219], [2.9206, -1.9776, 2.4613], [4.2083, -3.3555, 0.7616], [5.1265, -1.7515, 0.4344], [4.3154, -2.7209, -0.8286], [-1.3162, 2.1167, -1.0935], [-1.1312, 3.2439, -0.0641], [-2.2705, 1.0405, -0.6999], [-3.3203, 1.1440, 0.1596], [-3.2848, -0.8356, -0.7563], [-2.2888, -0.2086, -1.2832], [-3.9428, -0.0800, 0.1797], [-1.6311, 2.6285, -1.9977], [-0.3884, 1.6232, -1.3139], [-1.9534, 3.9496, -0.0936], [-3.5531, 1.9956, 0.7754], [-3.5037, -1.8759, -0.9303], [-4.9398, -0.0914, 0.3328], [-0.1994, 3.7340, -0.3578], [-0.9362, 2.8723, 0.9408]]
}